No. 1
{"formula": "C10H14N2S", "method": "ωB97M-V/def2-TZVPD", "e_above_lowest_kcal_mol": 32.8, "smiles": "CCS/C(=N/C)Nc1ccccc1", "e_homo_ha": -0.3102, "orbital_gap_ev": 9.27, "energy_ha": -897.12309, "lumo_energy_ev": 0.8, "total_charge": 0, "species": ["C", "C", "C", "C", "C", "C", "C", "C", "C", "C", "H", "H", "H", "H", "H", "H", "H", "H", "H", "H", "H", "H", "H", "H", "N", "N", "S"], "xyz": [[-4.93, -0.63, 0.54], [-3.62, -0.05, -0.04], [-0.90, 0.01, -0.21], [1.57, -0.57, -0.19], [1.86, 0.01, 1.05], [3.21, 0.21, 1.39], [4.25, -0.32, 0.61], [3.92, -1.02, -0.56], [2.61, -1.12, -0.97], [0.01, 2.08, -0.72], [-5.68, 0.07, 0.29], [-5.07, -1.58, 0.11], [-4.71, -0.76, 1.58], [-3.39, 0.90, 0.51], [-3.80, 0.14, -1.09], [-0.02, -1.61, -0.99], [1.13, 0.36, 1.78], [3.41, 0.72, 2.33], [5.26, -0.18, 0.94], [4.72, -1.49, -1.10], [2.33, -1.47, -2.00], [0.63, 1.50, -1.43], [-0.43, 2.95, -1.22], [0.67, 2.43, 0.05], [0.22, -0.69, -0.69], [-1.06, 1.26, -0.19], [-2.19, -1.16, 0.22]]}



No. 2
{"formula": "C10H14N3", "method": "ωB97M-V/def2-TZVPD", "e_above_lowest_kcal_mol": 55.8, "e_homo_ha": -0.4155, "orbital_gap_ev": 7.35, "energy_ha": -553.40779, "lumo_energy_ev": -4.0, "total_charge": 1, "species": ["C", "C", "C", "C", "C", "C", "C", "C", "C", "C", "N", "N", "N", "H", "H", "H", "H", "H", "H", "H", "H", "H", "H", "H", "H", "H", "H"], "xyz": [[-2.38, 1.59, 3.16], [-1.01, 1.82, 3.06], [-3.07, 1.15, 2.05], [-0.37, 1.57, 1.85], [-2.43, 0.91, 0.88], [-1.07, 1.11, 0.78], [1.42, -2.63, -1.73], [3.01, -1.14, -1.57], [-3.30, 0.56, -0.35], [4.11, -0.35, -2.10], [2.60, -2.26, -2.26], [2.16, -0.86, -0.61], [1.19, -1.86, -0.68], [-2.80, 1.80, 4.24], [-0.64, 2.20, 3.94], [-4.07, 1.04, 2.05], [0.69, 1.68, 1.66], [0.78, -3.32, -2.23], [5.04, -0.90, -2.27], [-4.30, 1.25, -0.41], [-2.83, 0.43, -1.31], [-3.62, -0.41, -0.22], [3.96, -0.17, -3.10], [4.17, 0.63, -1.48], [-0.64, 0.90, -0.31], [2.91, -2.75, -3.09], [0.51, -1.99, 0.05]]}



No. 3
{"formula": "C10H14N3O3V", "method": "ωB97M-V/def2-TZVPD", "e_above_lowest_kcal_mol": 0.0, "s_squared": 2.013, "e_homo_ha": [-0.6284, -0.6288], "multiplicity": 3, "orbital_gap_ev": [8.82, 9.24], "energy_ha": -1722.96952, "lumo_energy_ev": [-8.3, -7.9], "total_charge": 2, "species": ["V", "C", "C", "O", "N", "C", "C", "C", "C", "C", "C", "N", "H", "H", "H", "H", "H", "H", "H", "H", "H", "H", "N", "C", "C", "O", "O", "H", "H", "H", "H"], "xyz": [[-0.93, 0.87, 0.25], [-2.06, -3.03, -1.04], [-1.07, -2.12, -0.40], [-1.44, -0.98, 0.03], [0.18, -2.48, -0.24], [1.16, -1.66, 0.47], [1.72, -0.53, -0.37], [2.94, -0.66, -0.99], [3.45, 0.39, -1.75], [2.72, 1.56, -1.85], [1.51, 1.64, -1.19], [1.01, 0.62, -0.47], [-2.77, -2.45, -1.62], [-2.61, -3.54, -0.24], [-1.58, -3.79, -1.66], [0.46, -3.39, -0.57], [1.98, -2.30, 0.78], [0.70, -1.27, 1.38], [3.50, -1.58, -0.88], [4.41, 0.29, -2.24], [3.08, 2.41, -2.41], [0.92, 2.55, -1.22], [-1.88, 1.19, 2.25], [-2.27, 2.65, 2.13], [-1.56, 2.82, 0.81], [-0.31, 2.83, 0.82], [-2.13, 2.25, -0.21], [-2.71, 0.61, 2.39], [-1.28, 1.06, 3.06], [-1.84, 3.25, 2.93], [-3.35, 2.77, 2.06]]}



No. 4
{"formula": "C10H14N3O5Ti", "method": "ωB97M-V/def2-TZVPD", "e_above_lowest_kcal_mol": 0.0, "s_squared": 0.766, "e_homo_ha": [-0.5631, -0.5620], "multiplicity": 2, "orbital_gap_ev": [5.66, 5.31], "energy_ha": -1778.67768, "lumo_energy_ev": [-9.7, -10.0], "total_charge": 2, "species": ["O", "C", "Ti", "O", "C", "C", "O", "C", "O", "C", "O", "H", "C", "N", "C", "C", "N", "N", "C", "C", "H", "H", "H", "H", "H", "H", "H", "H", "H", "H", "H", "H", "H"], "xyz": [[2.28, -5.65, 0.68], [1.94, -4.69, 1.21], [0.58, -1.45, 0.98], [1.27, -3.54, -1.37], [1.05, -2.86, -0.44], [1.25, -2.26, 2.97], [1.33, -1.62, 4.00], [2.67, -1.09, 0.97], [3.80, -0.99, 0.80], [-1.13, -2.59, 1.21], [-2.07, -3.27, 1.19], [1.52, -3.39, 3.05], [-0.30, 0.79, -3.07], [-0.60, 1.58, -1.87], [-0.92, 2.99, -2.10], [-0.38, 1.01, -0.66], [0.24, -0.17, -0.63], [-0.76, 1.55, 0.53], [-1.64, 2.68, 0.69], [-0.39, 0.78, 1.72], [-0.66, 1.38, -3.92], [-0.80, -0.19, -3.08], [0.78, 0.60, -3.18], [-1.98, 3.21, -1.90], [-0.31, 3.64, -1.46], [-0.71, 3.24, -3.14], [0.54, -0.42, -1.58], [-2.53, 2.61, 0.04], [-2.00, 2.72, 1.72], [-1.13, 3.64, 0.47], [-0.94, -0.20, 1.76], [0.71, 0.64, 1.78], [-0.70, 1.34, 2.61]]}



No. 5
{"formula": "C10H14NO", "method": "ωB97M-V/def2-TZVPD", "e_above_lowest_kcal_mol": 103.7, "smiles": "C[C@@H](O[n+]1ccccc1)C1CC1", "e_homo_ha": -0.5082, "orbital_gap_ev": 9.29, "energy_ha": -519.05431, "lumo_energy_ev": -4.5, "total_charge": 1, "species": ["C", "C", "C", "C", "C", "C", "C", "C", "C", "C", "N", "O", "H", "H", "H", "H", "H", "H", "H", "H", "H", "H", "H", "H", "H", "H"], "xyz": [[3.41, -1.08, 0.25], [2.63, -1.21, -0.88], [3.11, 0.01, 1.17], [1.49, -0.43, -1.11], [1.94, 0.72, 0.96], [-2.75, -1.07, 0.24], [-1.36, -1.62, 0.09], [-1.58, -0.19, 0.48], [-2.06, 2.24, -0.32], [-1.32, 0.97, -0.50], [1.21, 0.54, -0.15], [0.18, 1.43, -0.30], [4.14, -1.86, 0.37], [3.15, -1.90, -1.59], [3.63, 0.06, 2.05], [1.03, -0.43, -2.02], [1.61, 1.42, 1.67], [-3.36, -0.61, -0.59], [-3.32, -1.35, 1.09], [-1.12, -2.21, 0.95], [-0.95, -1.81, -0.88], [-1.57, 0.19, 1.58], [-3.09, 2.04, 0.08], [-2.11, 2.66, -1.31], [-1.47, 2.97, 0.26], [-1.46, 0.51, -1.60]]}



No. 6
{"formula": "C10H14NS", "method": "ωB97M-V/def2-TZVPD", "e_above_lowest_kcal_mol": 73.9, "e_homo_ha": [-0.4282, -0.4244], "orbital_gap_ev": [7.37, 7.86], "energy_ha": -842.05148, "lumo_energy_ev": [-4.3, -3.7], "total_charge": 1, "species": ["C", "C", "C", "C", "C", "C", "C", "C", "C", "C", "N", "S", "H", "H", "H", "H", "H", "H", "H", "H", "H", "H", "H", "H", "H", "H"], "xyz": [[2.83, 1.65, -0.14], [1.88, 2.65, -0.30], [2.42, 0.36, 0.12], [0.54, 2.36, -0.19], [1.07, 0.03, 0.25], [0.11, 1.06, 0.12], [0.70, -1.42, 0.35], [-0.04, -1.83, -0.95], [-1.47, -1.50, -0.94], [-1.30, 0.78, 0.25], [-1.76, 0.25, 1.57], [-2.56, 1.84, -0.40], [3.88, 1.87, -0.22], [2.20, 3.66, -0.52], [3.16, -0.42, 0.22], [-0.19, 3.14, -0.29], [1.62, -2.00, 0.43], [0.09, -1.68, 1.22], [0.46, -1.37, -1.80], [0.07, -2.92, -1.05], [-1.96, -1.15, -1.82], [-2.09, -1.95, -0.18], [-1.14, -0.53, 1.84], [-2.73, -0.08, 1.49], [-1.72, 0.98, 2.29], [-1.99, 2.02, -1.59]]}



No. 7
{"formula": "C10H14O2S2", "method": "ωB97M-V/def2-TZVPD", "e_above_lowest_kcal_mol": 36.5, "smiles": "O/C(OC=S)=C1\\CCCCCCC1=S", "e_homo_ha": -0.3013, "orbital_gap_ev": 7.43, "energy_ha": -1336.18777, "lumo_energy_ev": -0.8, "total_charge": 0, "species": ["C", "C", "C", "C", "C", "C", "C", "C", "C", "C", "O", "O", "S", "S", "H", "H", "H", "H", "H", "H", "H", "H", "H", "H", "H", "H", "H", "H"], "xyz": [[-1.36, 0.20, 0.51], [-0.96, -1.21, 0.37], [-2.67, 0.53, 0.30], [-0.28, 1.20, 0.91], [0.19, -1.61, 1.19], [0.45, 1.59, -0.36], [1.46, -1.82, 0.18], [1.15, 0.37, -1.16], [2.00, -0.48, -0.25], [-4.77, -0.73, -0.04], [-3.33, 1.69, 0.17], [-3.46, -0.58, 0.21], [-1.62, -2.26, -0.69], [-6.06, 0.31, -0.01], [-0.58, 2.07, 1.54], [0.36, 0.60, 1.49], [0.38, -1.07, 2.10], [0.07, -2.71, 1.43], [-0.18, 2.12, -0.99], [1.22, 2.25, -0.05], [2.20, -2.43, 0.75], [1.12, -2.45, -0.71], [0.30, -0.10, -1.64], [1.81, 0.91, -1.88], [2.19, 0.13, 0.65], [3.10, -0.59, -0.71], [-4.99, -1.75, -0.14], [-4.33, 1.64, 0.17]]}



No. 8
{"formula": "C10H14O8Tl", "method": "ωB97M-V/def2-TZVPD", "e_above_lowest_kcal_mol": 89.8, "e_homo_ha": -0.4106, "orbital_gap_ev": 4.69, "energy_ha": -1163.30317, "lumo_energy_ev": -6.5, "total_charge": 1, "species": ["Tl", "C", "C", "C", "O", "C", "C", "C", "O", "O", "O", "H", "H", "C", "C", "O", "O", "H", "H", "H", "H", "H", "H", "C", "C", "O", "O", "H", "H", "H", "H", "H", "H"], "xyz": [[32.23, 20.68, -18.25], [26.95, 28.66, -23.32], [27.96, 27.78, -22.92], [27.56, 26.49, -22.02], [28.45, 25.74, -21.59], [26.11, 26.20, -21.94], [25.19, 27.04, -22.44], [25.65, 28.37, -23.14], [24.84, 29.31, -23.52], [24.02, 26.50, -22.70], [29.11, 27.95, -23.32], [27.29, 29.62, -23.67], [25.80, 25.23, -21.58], [35.06, 26.41, -18.34], [35.77, 25.93, -17.03], [35.21, 24.80, -16.39], [35.23, 25.44, -19.35], [35.60, 27.26, -18.76], [34.01, 26.67, -18.25], [35.86, 26.68, -16.24], [36.82, 25.94, -17.32], [35.75, 24.47, -15.67], [36.17, 25.57, -19.52], [29.19, 18.45, -12.59], [30.53, 18.97, -11.99], [31.01, 20.01, -12.76], [29.39, 18.03, -13.91], [28.58, 19.36, -12.57], [28.74, 17.69, -11.95], [31.25, 18.16, -12.13], [30.37, 19.06, -10.91], [30.72, 20.89, -12.51], [29.55, 17.10, -13.75]]}



No. 9
{"formula": "C10H14OPS", "method": "ωB97M-V/def2-TZVPD", "e_homo_ha": -0.4611, "orbital_gap_ev": 8.69, "energy_ha": -1203.88450, "lumo_energy_ev": -3.9, "total_charge": 1, "species": ["C", "C", "C", "C", "C", "C", "C", "C", "C", "C", "O", "P", "S", "H", "H", "H", "H", "H", "H", "H", "H", "H", "H", "H", "H", "H", "H"], "xyz": [[-4.10, -0.27, -0.12], [-2.95, -1.02, 0.02], [-3.88, 1.06, -0.03], [-1.87, -0.22, 0.17], [0.78, 0.27, -0.76], [1.63, 1.18, -0.18], [1.82, 1.34, 1.32], [1.32, 0.06, 2.06], [2.42, 2.06, -1.04], [0.82, -2.94, -0.80], [-0.19, -2.24, 0.04], [-0.15, -0.68, 0.31], [-2.24, 1.48, 0.26], [-5.04, -0.60, -0.42], [-2.77, -2.02, -0.11], [-4.54, 1.80, -0.33], [0.88, 0.18, -1.85], [2.97, 1.66, 1.51], [1.09, 2.15, 1.52], [2.00, -0.78, 2.27], [0.59, -0.01, 2.90], [2.59, 3.12, -0.87], [2.28, 1.76, -2.10], [3.53, 1.79, -0.97], [0.30, -3.12, -1.64], [1.13, -3.73, -0.13], [1.59, -2.26, -1.05]]}